A 2-piece molecular cluster, C25H24NO3 overall, computed with the ωB97M-V functional and the def2-TZVPD basis.

The geometry in XYZ format:
```
53
Properties=species:S:1:pos:R:3:forces:R:3
H -2.478354 -3.745651 -2.072740 -0.058 0.271 0.075
H -3.287507 4.660450 0.743589 0.190 -0.159 0.193
C 1.052993 -3.694478 1.107799 0.055 -0.034 -0.449
N 1.129014 -3.378124 -0.237702 0.829 0.179 0.544
C 0.861572 1.635512 -0.116256 0.230 0.016 -0.295
C -1.691352 1.654015 0.142793 -0.007 -0.039 0.183
H 2.059892 -4.355614 2.861223 0.038 0.057 -0.299
C 3.429074 2.756441 -0.162457 0.387 -0.087 0.471
H 0.227708 3.585894 -0.851209 0.274 -0.105 0.077
H 2.297011 -3.334685 -1.963005 0.169 -0.049 0.468
H 4.293751 -4.568180 1.690036 -0.252 0.046 -0.143
C -2.867560 0.851253 -0.035624 -0.349 0.193 -0.122
H -0.430422 -0.058175 0.010218 -0.007 -0.107 -0.051
C -4.249708 2.799399 0.306446 -0.584 -0.272 0.180
H 6.339357 2.005690 -0.419352 -0.310 0.048 0.161
H -2.756016 -0.218620 -0.197446 0.025 0.106 -0.035
H -7.133112 2.304971 -0.476666 0.313 -0.056 0.186
H 2.507170 4.619411 -0.672218 -0.181 -0.137 -0.178
C 3.402155 -4.250550 1.152267 -0.215 0.134 0.057
H -1.011310 3.614245 0.803806 -0.234 -0.042 -0.080
H -6.945505 1.887964 1.238112 0.288 0.160 -0.240
C -4.124173 1.421337 -0.000806 0.505 0.437 0.483
C 2.171823 -4.121665 1.803629 0.453 -0.086 -0.550
C 1.078669 2.995803 -0.516422 -0.254 -0.320 0.386
C 2.015067 0.826958 0.151434 0.330 0.201 -0.197
C -1.878878 3.029715 0.510669 0.092 -0.224 -0.499
H 0.310065 -2.611934 -2.008328 0.007 -0.331 0.394
C 4.649416 0.819510 0.374474 0.286 -0.390 0.065
H -5.663250 0.018880 0.622786 0.136 0.113 -0.111
C 3.462941 -3.958070 -0.217932 -0.095 0.045 0.051
H 6.014118 2.284811 1.302780 -0.258 0.053 -0.291
O -1.609686 -3.000692 0.654366 -0.354 -0.125 -0.565
H -1.926689 -2.102142 -2.466026 -0.079 -0.195 0.185
C 2.329194 3.566280 -0.480885 0.456 0.126 -0.031
C -3.125579 3.608892 0.528686 -0.252 0.234 0.088
H 0.072336 -3.611093 1.565496 0.169 0.193 -0.304
C 2.339242 -3.537481 -0.891080 -0.458 -0.085 0.434
C -5.509859 0.849394 -0.073284 -0.283 -0.338 -0.179
C -1.272453 -2.888829 -0.543426 0.583 0.428 0.609
C -6.399849 2.043713 0.296911 -0.568 0.333 0.165
C 0.075941 -2.855458 -0.970786 -0.461 -0.126 -0.640
O -5.530296 3.219091 0.477806 1.469 -0.954 -0.452
H -5.768644 0.489803 -1.073219 0.184 -0.012 0.078
H 4.976216 0.100256 -0.383968 -0.190 0.051 0.092
C -0.421384 1.028645 -0.002273 -0.264 0.819 0.298
O 4.698631 3.220373 -0.020989 -1.261 -1.092 -0.195
H 1.877908 -0.216967 0.430190 -0.018 0.134 -0.082
H -3.228336 -2.347059 -1.258417 0.077 -0.121 -0.050
C -2.291152 -2.746951 -1.653871 -0.155 0.062 -0.075
C 5.544222 2.066999 0.334127 0.497 0.388 0.058
H 4.388020 -4.056468 -0.785925 -0.244 -0.030 0.220
C 3.283795 1.370423 0.095326 -0.569 0.640 0.052
H 4.713786 0.322782 1.347345 -0.083 0.053 -0.141
```
Forces are in eV/Å.

Results
total charge	+1
energy above the lowest of the compared OMol25 structures with the same formula, charge and spin	94.3	kJ/mol
max |F|	1.81	eV/Å

natural (NBO) population analysis, charges in e, atoms 1 to 5: atom 1 (H): 0.244, atom 2 (H): 0.250, atom 3 (C): -0.008, atom 4 (N): -0.229, atom 5 (C): -0.101

=====

A 2-piece molecular cluster, C5H10O3 overall, computed with the ωB97M-V functional and the def2-TZVPD basis.

The geometry in XYZ format:
```
18
Properties=species:S:1:pos:R:3:forces:R:3
C -1.304090 -0.072076 0.417869 3.564 0.414 -2.731
H -1.936480 0.153769 -1.681923 -0.165 0.021 0.043
C 1.241328 -1.332671 0.172439 -0.010 0.092 -0.121
H 2.318399 1.179649 0.387301 0.121 0.091 -0.048
H -4.201348 0.105389 -0.906647 0.156 0.046 0.000
H -2.261304 0.062695 2.051530 -0.016 0.054 -0.039
H 0.896721 2.107525 -0.121300 0.007 0.088 0.005
H 0.700014 -2.169641 -0.258009 -0.035 -0.145 -0.018
C 1.226742 1.196877 0.373264 0.136 -0.008 -0.136
O -1.992567 -1.183423 -0.057135 -0.152 -0.880 0.441
O -3.531400 0.600910 -0.417809 -0.283 0.068 0.337
H 0.521527 0.052563 -1.373375 -0.009 -0.010 -0.214
H 1.173522 -1.386907 1.258041 0.027 -0.036 0.063
O -1.396137 0.320731 1.701191 -0.075 -0.094 0.354
H 0.883638 1.226343 1.407371 0.075 -0.006 0.023
H 2.293998 -1.418098 -0.101744 0.131 -0.083 -0.040
C 0.689756 -0.027602 -0.309862 -3.804 0.073 2.385
C -2.289078 0.074992 -0.652937 0.331 0.316 -0.304
```
Forces are in eV/Å.

Results
energy above the lowest of the compared OMol25 structures with the same formula, charge and spin	341.6	kJ/mol
max |F|	4.51	eV/Å

natural (NBO) population analysis, charges in e, atoms 1 to 5: atom 1 (C): 0.492, atom 2 (H): 0.144, atom 3 (C): -0.652, atom 4 (H): 0.203, atom 5 (H): 0.481

=====

One molecule with the formula C20H33N3O4S, computed with the ωB97M-V functional and the def2-TZVPD basis.

The geometry in XYZ format:
```
61
Properties=species:S:1:pos:R:3:forces:R:3
H -3.571281 2.433099 -0.704195 0.001 0.002 0.000
C 2.582883 -1.324664 -1.574115 -0.001 0.000 -0.002
C 1.004764 -1.466734 -3.402603 0.002 0.002 -0.003
H -1.112189 0.519963 -5.318303 0.000 0.000 0.000
H 3.381519 -0.780907 -1.081150 0.000 -0.001 -0.001
H -0.519512 1.298845 2.480280 -0.001 -0.001 0.000
H -1.450797 5.965520 2.987251 0.000 0.000 0.000
S -1.587580 3.491280 -0.030961 0.000 0.001 -0.003
H 2.369903 0.159983 -3.100535 -0.002 0.000 -0.001
O -1.495768 4.350880 -1.175674 0.000 -0.001 0.001
C -2.558560 2.077400 -0.533532 -0.004 0.001 0.002
H -0.045379 0.774443 -0.638346 0.000 -0.001 0.002
H 0.781563 -4.162626 -1.346840 0.001 0.000 0.000
H -2.175776 2.996576 2.659083 -0.001 0.000 0.000
H 4.465625 -4.036430 -0.985115 -0.001 -0.001 0.000
N -2.489645 4.272591 1.062490 -0.002 0.005 0.003
H -0.293257 4.655123 2.711973 0.000 0.000 -0.001
H 4.855151 -2.482755 -0.249400 0.000 0.000 -0.001
O 0.476725 -3.279729 1.850386 -0.001 0.003 0.000
H 0.041684 -1.703174 -5.291518 0.002 0.000 -0.001
C 1.161544 -2.269406 1.803472 -0.003 -0.008 0.001
C 2.827540 -3.171420 0.145039 0.000 -0.005 0.001
C 2.163533 -2.553997 -1.068749 0.004 0.009 0.004
O -0.405330 2.966905 0.601023 0.002 0.000 0.001
H 3.168992 -2.759297 2.233013 0.001 -0.002 -0.003
C -0.717590 -0.083945 -0.635626 -0.003 -0.003 -0.004
C -1.263795 4.900996 3.141411 0.000 -0.001 0.002
C -2.355434 4.057391 2.504814 0.002 -0.002 -0.001
H -2.113380 1.755824 -1.472042 -0.001 0.000 0.002
H -1.494956 -2.005892 0.954241 0.002 -0.001 0.003
H 4.764942 -3.931371 0.755290 0.001 0.001 0.000
H -0.217455 -3.226248 -3.394033 0.000 0.000 0.000
C 0.406426 -0.889396 -4.661119 -0.001 -0.001 0.000
C -2.588805 1.010629 0.551292 0.000 -0.002 -0.001
H 3.022322 -1.308826 1.244956 -0.004 0.001 0.002
H -2.756547 5.190741 0.738677 0.000 -0.001 -0.001
C -0.783897 0.531209 3.211727 -0.095 -0.048 0.099
H 1.262939 -0.243048 2.030370 0.000 -0.002 -0.001
H -1.796762 0.729720 3.558658 0.000 0.001 0.000
H -1.564997 -0.408808 -3.888583 0.001 -0.001 0.003
H -2.707189 -1.098803 1.872947 -0.002 0.000 -0.004
C 1.135456 -3.213637 -1.732676 -0.003 -0.001 -0.003
H 2.337286 -4.127625 0.337259 0.000 0.000 -0.001
H -1.201899 -0.170740 -1.608039 -0.001 0.002 -0.004
H -1.226132 4.719007 4.216559 0.000 0.000 0.000
C 2.621744 -2.314845 1.396927 0.002 0.002 0.000
H -0.912206 -1.623974 3.329057 0.003 -0.002 -0.002
N 0.670788 -1.050746 2.127855 0.006 0.007 0.001
C -1.706147 -1.057270 1.445852 -0.186 0.088 0.149
C 4.315884 -3.420382 -0.098156 -0.001 0.001 0.001
H -0.098987 0.604379 4.057820 0.000 -0.001 0.000
C 2.012399 -0.790366 -2.718613 0.003 -0.001 0.003
C -0.733927 0.092058 -4.389315 -0.004 -0.002 0.004
C 0.568399 -2.680154 -2.883511 -0.001 -0.001 0.004
N -1.697154 0.002479 0.445339 0.107 -0.080 -0.084
H -3.328881 4.269440 2.948469 0.000 0.000 0.000
H -0.122227 -0.980666 -0.491166 0.003 -0.002 0.002
C -0.702220 -0.850912 2.586298 0.169 0.042 -0.162
H -0.397893 0.913195 -3.752555 0.001 0.001 -0.002
O -3.396749 1.111033 1.464572 0.001 0.001 -0.002
H 1.190304 -0.381921 -5.227918 0.000 0.001 0.002
```
Forces are in eV/Å.

Results
energy above the lowest of the compared OMol25 structures with the same formula, charge and spin	12.5	kJ/mol
max |F|	0.25	eV/Å
SMILES	CCNS(=O)(=O)CC(=O)N(C)C[C@H](C)NC(=O)C[C@H](C)c1ccc(CC)cc1

natural (NBO) population analysis, charges in e, atoms 1 to 5: atom 1 (H): 0.270, atom 2 (C): -0.172, atom 3 (C): -0.015, atom 4 (H): 0.214, atom 5 (H): 0.201